Record 1
A structure of composition Cl3IK4O12 in a non-equilibrium geometry, computed with ωB97M-V/def2-TZVPD.

Results
E_tot   -4980.1686 Ha
Gap between HOMO and LUMO   4.9 eV
Net charge   0
Multiplicity   1
Highest occupied orbital energy   -0.258 hartree

Structure (XYZ):
```
20
Properties=species:S:1:pos:R:3:forces:R:3:mulliken_charge:R:1
K 3.222 -0.760 0.200 -1.0 0.0 -0.3 0.882
K -2.354 -1.153 2.090 0.6 -0.3 -0.6 0.935
K 2.430 -1.332 5.227 -0.5 0.0 -0.6 0.840
K -0.129 4.597 1.833 0.0 -0.5 -1.0 0.770
I 1.144 1.170 2.560 0.2 -0.2 0.4 -0.692
Cl -0.566 -0.666 -2.117 -1.0 1.9 -8.0 1.604
O -0.406 -2.003 -1.809 2.0 -3.8 1.9 -0.583
O -0.428 0.190 -1.045 0.7 2.1 4.5 -0.511
O 0.331 -0.193 -3.207 0.3 -1.2 1.9 -0.695
O -1.870 -0.582 -2.685 -1.9 0.7 0.2 -0.730
Cl 0.244 -3.887 1.996 -1.2 -1.2 -2.9 1.499
O -1.267 -3.929 1.899 2.4 0.2 0.5 -0.669
O 0.758 -3.364 0.687 -0.5 -0.4 2.9 -0.529
O 0.567 -2.994 3.110 0.4 0.3 0.1 -0.614
O 0.804 -5.225 2.226 -0.9 1.9 0.1 -0.603
Cl -0.515 4.076 -2.216 -0.5 -3.5 -3.8 1.696
O -0.444 3.044 -3.205 -1.2 0.6 -1.6 -0.635
O 0.602 4.867 -2.377 3.0 4.1 -0.5 -0.664
O -1.734 4.765 -2.115 -2.0 2.1 -1.0 -0.667
O -0.389 3.379 -1.050 0.8 -2.7 7.9 -0.633
```
Positions in Å, forces in eV/Å.

Record 2
The molecule Cl3O2PS in a non-equilibrium geometry, computed with ωB97M-V/def2-TZVPD.

Results
E_tot   -2270.6461 Ha
ΔE to the lowest compared entry with this formula, charge and spin   22.14 kcal/mol
Gap between HOMO and LUMO   9.7 eV
Net charge   0
Multiplicity   1
Highest occupied orbital energy   -0.378 hartree

Structure (XYZ):
```
7
Properties=species:S:1:pos:R:3:forces:R:3:mulliken_charge:R:1
O -2.262 0.185 -0.583 -0.6 -0.5 -0.1 -0.390
O -0.051 -0.381 0.640 -0.7 0.8 -0.6 -0.246
P 1.518 -0.715 0.410 -0.6 -0.1 -0.4 0.464
S -1.061 0.841 -0.220 1.5 -0.8 0.9 0.732
Cl 1.890 0.707 -1.064 0.5 -0.2 -0.1 -0.243
Cl 1.339 -2.461 -0.724 0.1 0.4 0.1 -0.193
Cl -1.372 1.825 1.539 -0.2 0.3 0.2 -0.123
```
Positions in Å, forces in eV/Å.

Record 3
A cluster of 2 separate species, Cl4H6Si4 in total in a non-equilibrium geometry, computed with ωB97M-V/def2-TZVPD.

Results
E_tot   -3002.3798 Ha
ΔE to the lowest compared entry with this formula, charge and spin   47.19 kcal/mol
Gap between HOMO and LUMO   7.6 eV
Net charge   0
Multiplicity   1
Highest occupied orbital energy   -0.323 hartree

Structure (XYZ):
```
14
Properties=species:S:1:pos:R:3:forces:R:3:mulliken_charge:R:1
Si -2.048 0.037 0.418 -0.6 -0.6 0.2 0.397
Si 2.041 -0.522 1.348 0.9 -1.5 -0.8 0.502
Si -1.379 0.112 -1.878 -0.9 -0.3 0.8 0.452
Si 2.846 1.120 -0.028 0.3 0.3 -0.9 0.265
Cl -4.121 0.148 0.571 0.1 0.7 -0.2 -0.256
Cl 2.265 -2.101 -0.098 -0.5 0.3 0.2 -0.282
Cl 0.613 0.296 -1.812 1.7 -0.1 -0.1 -0.129
Cl 1.736 2.821 0.224 -0.3 0.7 0.3 -0.200
H -1.983 -1.092 1.377 0.6 -0.5 -0.7 -0.079
H -1.134 0.946 1.090 -0.1 0.9 0.1 -0.097
H 1.263 -1.037 2.416 -1.3 -0.1 0.7 -0.158
H 3.361 -0.805 1.867 0.9 0.3 0.7 -0.170
H -1.797 -1.020 -2.625 -0.1 -1.4 -0.3 -0.119
H -1.663 1.098 -2.869 -0.7 1.3 -0.1 -0.126
```
Positions in Å, forces in eV/Å.

Record 4
A structure of composition Cl4Li2 in a non-equilibrium geometry, computed with ωB97M-V/def2-TZVPD.

Results
E_tot   -1855.9619 Ha
ΔE to the lowest compared entry with this formula, charge and spin   115.40 kcal/mol
Gap between HOMO and LUMO   4.3 eV
Net charge   -2
Multiplicity   1
Highest occupied orbital energy   -0.081 hartree

Structure (XYZ):
```
6
Properties=species:S:1:pos:R:3:forces:R:3:mulliken_charge:R:1
Li 12.580 -10.576 -7.164 -0.5 1.2 0.2 0.857
Li 13.394 -6.253 -6.224 0.1 0.5 -0.1 0.943
Cl 12.996 -2.501 -6.626 0.0 -0.4 0.0 -0.977
Cl 10.558 -9.019 -4.211 0.4 -0.4 -0.6 -0.934
Cl 16.540 -6.977 -4.042 -0.3 -0.1 -0.3 -0.976
Cl 12.356 -7.636 -9.368 0.3 -0.7 0.8 -0.913
```
Positions in Å, forces in eV/Å.